# C33H87N6O14

A cluster of 7 separate species, C33H87N6O14 in total (wB97M-V/def2-TZVPD, the Open Molecules 2025 dataset).

Each line ends with the Mulliken charge.
Atoms and positions in Å:
N1 -0.137 -0.367 -0.970  1.131
O1 -0.910 -0.516 -1.940  -0.780
O2 0.542 0.692 -0.912  -0.757
O3 -0.039 -1.191 -0.053  -0.614
C1 3.810 4.744 1.986  -1.511
C2 2.392 4.191 1.937  0.528
C3 2.294 3.112 0.860  -0.533
O4 1.987 3.724 3.182  -1.163
H1 4.534 3.971 2.282  0.210
H2 3.996 5.542 2.710  0.371
H3 4.096 5.178 1.022  0.429
H4 1.791 5.061 1.599  0.314
H5 2.404 3.619 -0.112  0.533
H6 1.278 2.724 0.802  -0.389
H7 3.045 2.333 0.935  -0.052
C4 -3.362 4.072 4.481  -0.707
O5 -1.966 4.285 4.356  -0.348
C5 -1.528 4.441 3.038  -0.734
C6 -1.361 3.097 2.346  0.118
N2 -0.469 2.263 3.176  0.472
H8 0.399 2.830 3.364  0.227
H9 -0.860 2.049 4.094  0.561
C7 -0.036 0.971 2.533  1.224
C8 -0.963 -0.146 2.967  -0.946
O6 -2.326 0.145 2.701  -0.423
C9 -2.690 0.039 1.328  -0.410
H10 -3.866 4.982 4.143  0.336
H11 -3.604 3.924 5.531  0.258
H12 -3.732 3.190 3.948  0.275
H13 -0.590 5.000 3.024  0.264
H14 -2.216 5.066 2.450  0.479
H15 -0.948 3.228 1.349  -0.317
H16 -2.322 2.588 2.301  0.415
H17 0.975 0.745 2.870  -0.753
H18 -0.003 1.132 1.459  -0.309
H19 -0.892 -0.302 4.049  0.451
H20 -0.698 -1.121 2.547  0.309
H21 -2.548 -0.985 0.972  0.405
H22 -2.095 0.711 0.700  0.011
H23 -3.740 0.326 1.335  0.218
C10 2.570 0.683 -4.759  -0.891
O7 1.349 1.163 -4.232  -0.156
C11 0.447 1.609 -5.194  -0.694
C12 -0.941 1.736 -4.620  -0.597
N3 -0.865 2.120 -3.176  0.417
H24 -1.790 2.178 -2.745  0.483
H25 -0.485 1.329 -2.619  -0.265
C13 -0.199 3.393 -2.738  -0.105
C14 -0.746 4.617 -3.426  -0.850
O8 -0.473 4.590 -4.792  -0.188
C15 -0.859 5.787 -5.456  -0.793
H26 3.001 1.393 -5.468  0.349
H27 2.495 -0.305 -5.226  0.336
H28 3.215 0.562 -3.891  0.226
H29 0.418 0.934 -6.064  0.564
H30 0.714 2.551 -5.697  0.370
H31 -1.413 0.754 -4.529  0.405
H32 -1.609 2.395 -5.161  0.405
H33 0.862 3.287 -2.963  0.301
H34 -0.287 3.442 -1.655  0.035
H35 -0.220 5.467 -2.966  0.471
H36 -1.816 4.770 -3.212  0.396
H37 -0.559 5.666 -6.491  0.253
H38 -0.328 6.652 -5.045  0.319
H39 -1.930 5.959 -5.331  0.327
C16 5.912 1.230 8.259  -0.801
O9 5.340 2.004 7.221  -0.312
C17 3.953 2.136 7.356  -0.560
C18 3.405 2.835 6.133  -0.813
N4 3.310 1.922 4.937  0.504
H40 2.674 1.171 5.204  0.503
H41 2.835 2.450 4.162  -0.145
C19 4.621 1.369 4.476  -0.753
C20 4.471 0.789 3.092  -0.470
O10 3.301 0.012 3.034  -0.406
C21 3.163 -0.704 1.829  -0.792
H42 5.694 0.162 8.165  0.323
H43 5.544 1.568 9.236  0.335
H44 6.984 1.405 8.300  0.259
H45 3.686 2.738 8.231  0.515
H46 3.482 1.142 7.429  0.316
H47 4.069 3.641 5.822  0.441
H48 2.401 3.235 6.253  0.447
H49 5.005 0.633 5.173  0.402
H50 5.272 2.241 4.477  0.384
H51 5.339 0.139 2.893  0.577
H52 4.572 1.540 2.302  0.196
H53 4.060 -1.300 1.625  0.475
H54 2.885 -0.063 0.989  0.257
H55 2.340 -1.415 1.916  0.195
C22 -10.316 -5.122 -2.852  -0.759
O11 -9.817 -3.810 -3.129  -0.357
C23 -8.460 -3.786 -3.407  -0.582
C24 -7.986 -2.361 -3.461  -0.572
N5 -8.407 -1.741 -2.121  -0.175
H56 -9.422 -1.744 -2.280  0.436
H57 -8.264 -2.408 -1.360  0.385
C25 -7.913 -0.361 -1.821  -0.955
C26 -6.433 -0.326 -1.512  -0.290
O12 -5.653 -0.721 -2.602  -0.365
C27 -4.265 -0.790 -2.290  -0.647
H58 -9.876 -5.418 -1.891  0.338
H59 -10.017 -5.874 -3.581  0.310
H60 -11.388 -5.041 -2.723  0.262
H61 -8.221 -4.274 -4.365  0.478
H62 -7.825 -4.394 -2.737  0.398
H63 -8.545 -1.810 -4.217  0.374
H64 -6.922 -2.230 -3.604  0.340
H65 -8.451 0.021 -0.950  0.412
H66 -8.304 0.255 -2.631  0.343
H67 -6.293 -0.975 -0.632  0.353
H68 -6.149 0.691 -1.218  0.447
H69 -3.969 0.039 -1.638  0.166
H70 -3.588 -0.743 -3.139  0.290
H71 -4.098 -1.749 -1.792  0.362
C28 6.404 -4.913 -3.652  -0.790
O13 5.650 -5.588 -2.667  -0.255
C29 5.664 -6.977 -2.804  -0.568
C30 4.876 -7.589 -1.672  -0.689
N6 3.644 -6.771 -1.396  -0.134
H72 3.257 -6.432 -2.281  0.348
H73 2.908 -7.379 -1.031  0.450
C31 3.771 -5.691 -0.355  -0.814
C32 2.583 -4.764 -0.469  -0.271
O14 1.427 -5.496 -0.729  -0.401
C33 0.318 -4.680 -1.108  -0.370
H74 5.987 -5.136 -4.643  0.331
H75 7.466 -5.170 -3.648  0.312
H76 6.329 -3.835 -3.539  0.256
H77 6.683 -7.379 -2.803  0.431
H78 5.233 -7.285 -3.769  0.422
H79 5.457 -7.686 -0.758  0.341
H80 4.510 -8.581 -1.930  0.367
H81 4.723 -5.174 -0.411  0.347
H82 3.764 -6.243 0.587  0.433
H83 2.764 -4.051 -1.289  0.429
H84 2.548 -4.151 0.440  0.290
H85 -0.612 -5.129 -0.775  0.293
H86 0.365 -4.483 -2.181  0.319
H87 0.361 -3.705 -0.609  -0.053

Properties
**Energy relative to the best compared isomer or geometry (same formula, charge and spin)**: 0.0 kJ/mol
**Net charge**: +3
**E_HOMO**: -12.84 eV
**Largest force on an atom**: 1.87 eV/Å



# C33H88N6O10P2

A cluster of 7 separate species, C33H88N6O10P2 in total (wB97M-V/def2-TZVPD, the Open Molecules 2025 dataset).

Each line ends with the Mulliken charge.
Atoms and positions in Å:
C1 2.394 -3.454 3.529  -1.138
C2 1.041 -2.716 3.154  0.700
C3 0.407 -3.323 1.862  -0.581
O1 -1.012 -3.444 1.857  -0.425
P1 -1.811 -2.057 2.427  -0.118
C4 -3.571 -2.271 1.753  -0.382
P2 -4.400 -3.446 2.946  0.839
O2 -5.685 -4.017 2.402  -0.710
O3 -4.762 -2.691 4.397  -0.577
O4 -3.299 -4.639 3.344  -0.538
C5 -1.118 -0.499 1.642  0.828
C6 -1.800 -0.269 0.218  -1.242
C7 -1.508 0.736 2.534  -1.172
C8 -0.705 0.850 3.870  -0.003
C9 -1.289 -0.019 5.056  -0.716
H1 2.518 -4.353 2.900  0.332
H2 2.333 -3.815 4.578  0.322
H3 3.258 -2.774 3.490  0.158
H4 0.399 -2.775 4.047  0.172
H5 1.343 -1.673 2.923  -0.163
H6 0.797 -4.362 1.781  0.678
H7 0.798 -2.803 0.958  -0.281
H8 -4.079 -1.295 1.866  0.330
H9 -3.596 -2.669 0.720  0.333
H10 -3.979 -2.168 4.631  0.389
H11 -2.700 -4.308 4.021  0.355
H12 -0.027 -0.522 1.478  0.580
H13 -1.064 0.265 -0.410  0.447
H14 -2.020 -1.252 -0.232  0.013
H15 -2.695 0.354 0.385  0.122
H16 -1.322 1.671 1.961  0.274
H17 -2.600 0.745 2.762  0.288
H18 -0.746 1.904 4.215  0.305
H19 0.354 0.602 3.658  0.018
H20 -1.449 0.591 5.960  0.404
H21 -2.264 -0.428 4.723  -0.102
H22 -0.596 -0.864 5.223  0.143
C10 2.728 5.980 2.059  -1.116
C11 1.927 4.927 1.299  0.578
C12 0.886 4.196 2.165  -0.799
O5 1.427 3.220 3.041  -0.102
C13 1.970 3.738 4.242  -0.949
N1 2.859 3.988 0.663  -0.622
H23 3.503 5.543 2.690  0.293
H24 3.231 6.649 1.359  -0.073
H25 2.078 6.589 2.692  0.349
H26 1.380 5.450 0.508  0.378
H27 0.219 3.646 1.494  0.193
H28 0.257 4.904 2.720  0.415
H29 1.412 4.606 4.603  0.392
H30 3.023 3.996 4.106  0.275
H31 1.919 2.953 4.998  0.255
H32 2.330 3.354 0.068  0.257
H33 3.226 3.383 1.394  0.287
C14 6.028 7.864 -3.247  -1.420
C15 5.901 6.661 -2.317  0.284
C16 4.555 6.588 -1.576  -0.629
O6 4.427 7.498 -0.493  -0.302
C17 4.082 8.819 -0.868  -0.816
N2 7.035 6.660 -1.386  -0.746
H34 6.231 8.789 -2.708  0.286
H35 6.854 7.717 -3.945  0.356
H36 5.117 8.005 -3.835  0.339
H37 5.975 5.764 -2.941  0.425
H38 4.470 5.594 -1.129  0.267
H39 3.709 6.693 -2.267  0.447
H40 3.413 8.839 -1.733  0.368
H41 4.979 9.407 -1.070  0.249
H42 3.570 9.284 -0.023  0.265
H43 7.011 5.802 -0.842  0.283
H44 6.862 7.388 -0.697  0.324
C18 -4.206 -5.481 -2.153  -1.109
C19 -5.086 -5.742 -0.933  0.576
C20 -6.233 -6.732 -1.201  -0.878
O7 -7.324 -6.190 -1.930  -0.396
C21 -7.129 -6.133 -3.331  -0.650
N3 -5.580 -4.462 -0.418  -0.461
H45 -4.675 -4.804 -2.869  0.282
H46 -3.266 -5.016 -1.847  -0.115
H47 -3.963 -6.411 -2.673  0.374
H48 -4.445 -6.190 -0.165  0.324
H49 -6.649 -7.030 -0.236  0.375
H50 -5.869 -7.650 -1.681  0.462
H51 -6.541 -6.979 -3.697  0.294
H52 -6.653 -5.191 -3.613  0.224
H53 -8.111 -6.161 -3.806  0.259
H54 -6.070 -4.627 0.459  0.250
H55 -6.309 -4.145 -1.054  0.255
C22 6.197 -2.189 -1.471  -1.404
C23 6.084 -3.466 -0.643  0.276
C24 4.769 -3.575 0.146  -0.125
O8 4.707 -2.761 1.309  -0.375
C25 4.377 -1.406 1.062  -0.625
N4 7.256 -3.570 0.233  -0.774
H56 6.444 -1.318 -0.862  0.302
H57 6.989 -2.290 -2.214  0.360
H58 5.266 -1.982 -2.003  0.299
H59 6.110 -4.306 -1.344  0.466
H60 4.679 -4.603 0.509  0.339
H61 3.898 -3.394 -0.497  -0.046
H62 3.674 -1.301 0.230  0.236
H63 5.279 -0.820 0.871  0.268
H64 3.911 -1.005 1.964  0.238
H65 7.236 -4.472 0.702  0.278
H66 7.130 -2.902 0.990  0.344
C26 -6.195 3.607 -1.752  -1.414
C27 -4.907 4.226 -1.215  0.333
C28 -3.637 3.720 -1.921  -0.791
O9 -3.227 2.418 -1.536  -0.196
C29 -3.925 1.361 -2.174  -0.410
N5 -4.846 4.012 0.235  -0.726
H67 -6.351 2.590 -1.390  0.285
H68 -7.057 4.193 -1.430  0.357
H69 -6.196 3.584 -2.844  0.342
H70 -4.969 5.303 -1.397  0.442
H71 -2.811 4.379 -1.638  0.323
H72 -3.729 3.787 -3.012  0.399
H73 -4.193 1.607 -3.205  0.397
H74 -4.819 1.100 -1.603  0.246
H75 -3.274 0.485 -2.183  -0.153
H76 -4.046 4.518 0.607  0.271
H77 -4.605 3.035 0.387  0.303
C30 1.153 -3.967 -4.120  -1.621
C31 0.673 -4.009 -2.672  0.145
C32 -0.768 -3.499 -2.483  -0.521
O10 -0.907 -2.087 -2.538  -0.085
C33 -0.950 -1.547 -3.848  -0.809
N6 1.627 -3.273 -1.835  -0.422
H78 1.425 -2.961 -4.440  0.319
H79 2.041 -4.589 -4.241  0.399
H80 0.387 -4.346 -4.800  0.372
H81 0.687 -5.058 -2.359  0.441
H82 -1.096 -3.784 -1.478  0.147
H83 -1.459 -3.981 -3.185  0.506
H84 -1.457 -2.215 -4.549  0.343
H85 0.058 -1.321 -4.202  0.260
H86 -1.500 -0.606 -3.804  0.163
H87 1.365 -3.396 -0.861  0.047
H88 1.475 -2.281 -2.004  0.313

Properties
**SMILES string**: CCCOP(CP(=O)(O)O)[C@@H](C)CCC.COC[C@@H](C)N.COC[C@@H](C)N.COC[C@@H](C)N.COC[C@@H](C)N.COC[C@@H](C)N.COC[C@@H](C)N
**Energy relative to the best compared isomer or geometry (same formula, charge and spin)**: 136.6 kJ/mol
**Net charge**: 0
**E_HOMO**: -8.23 eV
**Largest force on an atom**: 2.92 eV/Å



> The highest net charge belongs to which entry?

C33H87N6O14



> The highest energy relative to the best compared isomer or geometry (same formula, charge and spin) belongs to which entry?

C33H88N6O10P2